1.
# C28H54O11

A cluster of 9 separate species, C28H54O11 in total at a distorted geometry (ωB97M-V/def2-TZVPD, the Open Molecules 2025 dataset).

Results
HOMO-LUMO gap (alpha / beta) = 5.67 / 1.92 eV
E = -1926.44714 hartree
multiplicity = 2
charge = +1
⟨S²⟩ = 0.76
LUMO energy (alpha / beta) = -5.226 / -8.983 eV

Atoms and positions in Å:
C: -1.075 -4.701 3.153
C: -2.200 -3.878 3.715
C: -2.084 -2.357 3.528
O: -3.309 -2.093 2.855
C: -4.065 -3.197 2.595
O: -5.170 -3.275 1.991
O: -3.443 -4.222 3.113
H: -0.836 -4.411 2.130
H: -1.514 -5.699 3.158
H: -0.205 -4.541 3.789
H: -2.189 -4.067 4.788
H: -1.227 -2.104 2.903
H: -2.128 -1.980 4.550
C: -5.175 0.497 -0.353
C: -5.040 2.026 -0.553
O: -5.982 2.644 -1.053
C: -3.761 2.715 -0.308
H: -6.059 0.246 -0.938
H: -5.401 0.446 0.712
H: -4.258 -0.026 -0.625
H: -3.091 1.993 -0.775
H: -3.761 2.889 0.768
H: -3.765 3.643 -0.879
C: -2.121 -1.801 -5.538
C: -2.084 -0.640 -4.589
O: -2.035 0.491 -5.104
C: -2.129 -0.809 -3.075
H: -3.181 -2.016 -5.673
H: -1.714 -2.634 -4.964
H: -1.770 -1.691 -6.564
H: -3.004 -1.393 -2.792
H: -2.323 0.179 -2.656
H: -1.243 -1.209 -2.583
C: -1.635 3.502 3.971
C: -1.662 2.063 3.609
O: -0.649 1.416 3.448
C: -2.974 1.269 3.246
H: -0.667 3.729 4.418
H: -2.519 3.779 4.545
H: -1.761 4.030 3.026
H: -3.737 2.046 3.306
H: -3.185 0.341 3.777
H: -2.960 1.337 2.158
C: 3.765 6.490 -0.223
C: 2.931 5.289 0.151
O: 1.686 5.449 0.257
C: 3.654 4.026 0.243
H: 4.762 6.066 -0.337
H: 3.649 7.258 0.543
H: 3.366 6.900 -1.150
H: 4.351 3.801 -0.564
H: 3.054 3.155 0.505
H: 4.410 4.176 1.014
C: 1.597 -0.077 0.263
C: 0.279 -0.785 0.395
O: 0.159 -1.920 0.802
C: -0.949 0.105 0.173
H: 2.464 -0.725 0.393
H: 1.717 0.724 0.992
H: 1.571 0.441 -0.695
H: -0.518 1.106 0.156
H: -1.417 0.156 1.156
H: -1.622 -0.122 -0.654
C: 1.192 4.283 -2.852
C: 0.736 2.911 -3.133
O: 1.472 1.943 -3.116
C: -0.733 2.749 -3.420
H: 1.820 4.546 -3.703
H: 1.875 4.268 -2.003
H: 0.499 5.113 -2.712
H: -0.933 2.495 -4.460
H: -1.323 3.537 -2.951
H: -0.975 1.814 -2.915
C: 5.407 -1.600 -0.423
C: 5.000 -0.898 -1.603
O: 4.155 -1.389 -2.308
C: 5.519 0.538 -1.883
H: 5.123 -2.650 -0.486
H: 4.942 -0.979 0.343
H: 6.491 -1.537 -0.323
H: 6.109 0.887 -1.035
H: 4.693 1.249 -1.893
H: 6.152 0.474 -2.768
C: 3.045 -6.579 2.003
C: 1.934 -6.684 0.918
O: 1.322 -7.740 0.853
C: 1.673 -5.537 -0.046
H: 3.956 -7.178 2.002
H: 2.834 -6.849 3.038
H: 3.292 -5.519 2.075
H: 0.949 -5.861 -0.794
H: 2.619 -5.235 -0.494
H: 1.332 -4.621 0.437

***

2.
# C28H55N3O8S2

A cluster of 3 separate species, C28H55N3O8S2 in total (ωB97M-V/def2-TZVPD, the Open Molecules 2025 dataset).

Results
HOMO-LUMO gap (alpha / beta) = 8.23 / 9.44 eV
E = -2662.29305 hartree
multiplicity = 3
charge = 0
⟨S²⟩ = 2.01
LUMO energy (alpha / beta) = 0.390 / 0.390 eV

Atoms and positions in Å:
C: 6.966 -2.199 0.099
C: 6.344 -2.432 -1.265
O: 4.909 -2.380 -1.146
C: 4.237 -1.543 -1.988
S: 4.437 -2.025 -3.749
O: 4.786 -0.203 -1.890
S: 3.580 0.838 -1.985
O: 3.076 0.842 -3.314
O: 3.956 2.043 -1.350
O: 2.611 -0.009 -1.081
C: 2.784 -1.416 -1.406
C: 1.624 -2.027 -2.169
C: 0.257 -1.443 -1.780
N: -0.413 -2.287 -0.789
C: -1.408 -1.584 0.036
C: -2.791 -1.391 -0.578
C: -0.865 -3.551 -1.251
C: -1.233 -3.730 -2.710
O: -0.985 -4.469 -0.470
H: 7.879 -2.782 0.212
H: 6.271 -2.538 0.868
H: 7.172 -1.146 0.282
H: 6.682 -1.699 -1.995
H: 6.603 -3.418 -1.653
H: 3.611 -3.074 -3.670
H: 2.858 -1.896 -0.432
H: 1.770 -1.932 -3.245
H: 1.637 -3.094 -1.934
H: 0.376 -0.460 -1.333
H: -0.333 -1.287 -2.689
H: -1.499 -2.108 0.987
H: -0.994 -0.601 0.266
H: -3.232 -2.331 -0.915
H: -2.784 -0.676 -1.403
H: -3.454 -0.989 0.189
H: -0.473 -3.352 -3.393
H: -2.157 -3.189 -2.924
H: -1.376 -4.791 -2.894
C: 1.894 4.070 -2.751
C: 0.611 4.193 -3.599
C: 0.899 4.624 -5.050
C: 1.126 6.119 -5.272
C: 0.030 6.944 -4.603
C: -0.112 6.621 -3.115
N: -0.370 5.146 -2.984
O: -1.588 4.843 -3.228
C: 1.142 7.083 -2.365
C: -1.295 7.364 -2.506
C: -0.020 2.802 -3.637
H: 1.998 4.845 -2.000
H: 1.896 3.140 -2.193
H: 2.794 4.082 -3.367
H: 0.047 4.318 -5.666
H: 1.759 4.050 -5.402
H: 2.114 6.422 -4.916
H: 1.119 6.315 -6.346
H: 0.231 8.014 -4.707
H: -0.925 6.748 -5.100
H: 1.082 6.823 -1.307
H: 1.199 8.170 -2.444
H: 2.068 6.683 -2.766
H: -2.217 7.165 -3.045
H: -1.091 8.436 -2.541
H: -1.437 7.073 -1.465
H: -0.361 2.508 -2.644
H: 0.748 2.098 -3.964
H: -0.865 2.751 -4.319
C: -3.836 -4.928 4.764
C: -2.624 -3.999 4.524
C: -1.491 -4.226 5.543
C: -1.670 -3.558 6.906
C: -2.058 -2.089 6.750
C: -3.302 -1.907 5.880
N: -3.035 -2.554 4.550
O: -2.328 -1.814 3.783
C: -4.523 -2.489 6.601
C: -3.589 -0.430 5.639
C: -2.087 -4.315 3.133
H: -4.705 -4.409 5.149
H: -4.147 -5.380 3.823
H: -3.590 -5.734 5.457
H: -0.566 -3.844 5.102
H: -1.358 -5.303 5.660
H: -2.407 -4.092 7.512
H: -0.727 -3.624 7.451
H: -2.248 -1.632 7.725
H: -1.226 -1.542 6.297
H: -5.417 -2.410 5.981
H: -4.687 -1.904 7.507
H: -4.404 -3.524 6.907
H: -2.731 0.083 5.216
H: -3.843 0.038 6.592
H: -4.432 -0.309 4.958
H: -2.811 -4.034 2.368
H: -1.909 -5.389 3.058
H: -1.154 -3.799 2.924

***

3.
# C28H55N7O5S5

A cluster of 12 separate species, C28H55N7O5S5 in total at a distorted geometry (ωB97M-V/def2-TZVPD, the Open Molecules 2025 dataset).

Results
HOMO-LUMO gap = 8.23 eV
E = -3850.02920 hartree
multiplicity = 1
charge = 0
ΔE to the lowest compared entry with this formula, charge and spin = 49.1 kcal/mol
LUMO energy = 0.021 eV

Atoms and positions in Å:
C: 13.802 8.274 0.565
S: 14.373 6.563 0.119
O: 13.579 5.632 1.041
C: 13.412 6.369 -1.512
H: 14.435 8.663 1.363
H: 12.764 8.217 0.892
H: 13.886 8.951 -0.285
H: 14.027 6.996 -2.158
H: 12.459 6.863 -1.321
H: 13.375 5.284 -1.601
C: 6.374 10.597 -3.777
S: 7.281 11.431 -5.156
O: 7.215 12.952 -4.979
C: 9.074 10.916 -5.024
H: 6.797 10.781 -2.790
H: 6.200 9.521 -3.770
H: 5.428 11.127 -3.663
H: 9.183 10.867 -3.941
H: 9.698 11.697 -5.460
H: 9.165 9.903 -5.416
C: 9.954 3.843 -8.083
S: 11.365 2.641 -8.236
O: 10.752 1.612 -9.228
C: 12.461 3.673 -9.330
H: 9.609 4.231 -9.041
H: 10.269 4.763 -7.591
H: 9.032 3.492 -7.620
H: 13.170 3.023 -9.843
H: 12.883 4.432 -8.671
H: 11.850 4.253 -10.021
C: 14.574 10.308 -4.994
S: 14.789 11.628 -3.739
O: 13.501 12.449 -3.850
C: 14.493 10.526 -2.310
H: 14.713 10.638 -6.023
H: 13.558 9.914 -4.990
H: 15.268 9.487 -4.812
H: 13.941 11.102 -1.567
H: 15.402 10.004 -2.011
H: 13.787 9.740 -2.578
C: 15.151 6.300 -6.769
S: 14.498 5.794 -5.095
O: 13.852 7.065 -4.582
C: 13.110 4.771 -5.746
H: 16.184 6.616 -6.627
H: 14.512 7.082 -7.179
H: 15.225 5.389 -7.362
H: 13.518 4.009 -6.410
H: 12.483 5.403 -6.375
H: 12.554 4.427 -4.874
C: 8.403 9.193 -0.713
C: 9.903 9.439 -0.764
N: 11.070 9.595 -0.794
H: 7.928 10.159 -0.539
H: 8.345 8.449 0.080
H: 8.051 8.818 -1.674
C: 7.924 3.694 -4.787
C: 9.325 3.299 -4.748
N: 10.445 2.961 -4.788
H: 7.771 4.574 -4.162
H: 7.358 2.795 -4.545
H: 7.745 4.042 -5.804
C: 10.152 8.007 -10.574
C: 11.218 7.594 -9.736
N: 12.069 7.216 -9.088
H: 9.732 8.951 -10.226
H: 9.302 7.333 -10.461
H: 10.474 8.093 -11.612
C: 10.393 4.947 -0.523
C: 10.003 5.823 0.576
N: 9.622 6.511 1.390
H: 9.754 4.068 -0.438
H: 11.450 4.682 -0.493
H: 10.177 5.394 -1.493
C: 4.868 5.164 -6.658
C: 5.113 6.437 -5.926
N: 5.409 7.415 -5.432
H: 5.021 5.412 -7.709
H: 3.848 4.780 -6.628
H: 5.514 4.329 -6.388
N: 11.224 7.525 -5.213
C: 10.256 7.376 -6.139
C: 9.040 7.204 -5.549
C: 9.249 7.257 -4.192
C: 10.616 7.452 -4.009
H: 12.230 7.526 -5.308
H: 10.446 7.476 -7.197
H: 8.023 7.066 -5.886
H: 8.537 7.108 -3.394
H: 11.133 7.444 -3.061
N: 6.195 7.661 -10.682
C: 6.694 6.465 -10.193
C: 7.269 6.743 -8.984
C: 7.114 8.082 -8.696
C: 6.422 8.665 -9.739
H: 5.801 7.751 -11.607
H: 6.624 5.585 -10.815
H: 7.759 6.024 -8.345
H: 7.477 8.588 -7.813
H: 6.141 9.695 -9.904

***

4.
# C28H55O2PbSi4

A structure of composition C28H55O2PbSi4 at a distorted geometry (ωB97M-V/def2-TZVPD, the Open Molecules 2025 dataset).

Results
HOMO-LUMO gap (alpha / beta) = 5.87 / 4.44 eV
E = -2601.06707 hartree
multiplicity = 1
charge = -1
ΔE to the lowest compared entry with this formula, charge and spin = 80.8 kcal/mol
LUMO energy (alpha / beta) = 2.404 / 1.533 eV

Atoms and positions in Å:
O: -0.384 -0.252 -5.406
C: -0.566 1.023 -6.180
C: -0.141 0.543 -7.543
H: 0.171 1.795 -5.939
H: -1.604 1.393 -6.072
C: 0.017 -0.762 -6.736
H: 0.808 1.017 -7.883
H: -0.941 0.650 -8.298
C: 1.455 -1.240 -6.832
H: 2.209 -0.448 -6.688
H: 1.607 -1.625 -7.851
H: 1.612 -2.097 -6.169
C: -1.035 -1.780 -7.120
H: -2.005 -1.263 -7.102
H: -0.971 -2.591 -6.382
H: -0.824 -2.169 -8.124
Pb: -1.428 -1.192 -2.877
C: -2.419 -0.545 0.474
C: -2.465 0.873 0.535
C: -2.958 1.347 -0.711
H: -2.169 1.483 1.397
C: -3.326 0.234 -1.524
C: -3.027 -0.975 -0.749
H: -3.559 -1.929 -0.885
H: -2.011 -1.191 1.255
H: -3.102 2.399 -0.969
H: -4.023 0.261 -2.371
C: 1.212 -2.069 0.596
C: 0.269 -2.887 -0.066
C: 0.708 -3.076 -1.413
H: -0.603 -3.377 0.382
C: 1.892 -2.287 -1.594
C: 2.209 -1.682 -0.354
H: 3.066 -1.050 -0.145
H: 1.193 -1.780 1.647
H: 0.476 -3.972 -2.013
H: 2.462 -2.214 -2.524
O: 2.350 1.701 -5.701
C: 1.834 1.434 -4.313
C: 0.818 2.517 -3.905
H: 2.728 1.483 -3.664
H: 1.417 0.421 -4.227
C: 1.071 3.643 -4.940
H: 1.138 2.806 -2.912
H: -0.240 2.221 -3.907
C: 2.346 3.156 -5.679
H: 1.213 4.662 -4.556
H: 0.305 3.763 -5.719
H: 3.237 3.463 -5.097
H: 2.559 3.523 -6.691
C: -1.945 0.692 4.539
Si: -0.084 0.728 4.838
C: 0.274 2.018 6.169
C: 0.428 -0.974 5.448
Si: 1.042 1.194 2.851
Si: 0.768 3.478 2.435
C: 1.710 4.559 3.662
C: 1.384 3.833 0.694
C: -1.067 3.907 2.476
Si: 3.314 0.865 3.314
C: 3.881 1.700 4.911
C: 3.742 -0.970 3.407
C: 4.290 1.585 1.869
H: -2.413 0.246 5.430
H: -2.213 0.073 3.671
H: -2.369 1.694 4.394
H: -0.308 1.740 7.064
H: 1.335 2.056 6.457
H: -0.037 3.029 5.869
H: 0.352 -1.736 4.652
H: 1.458 -0.997 5.843
H: -0.254 -1.282 6.265
H: 2.801 4.467 3.538
H: 1.447 5.617 3.488
H: 1.465 4.328 4.710
H: 0.589 3.628 -0.041
H: 1.642 4.902 0.624
H: 2.268 3.241 0.414
H: -1.608 3.441 1.641
H: -1.555 3.613 3.414
H: -1.165 4.997 2.365
H: 3.418 1.251 5.802
H: 4.972 1.568 5.008
H: 3.678 2.780 4.929
H: 3.700 -1.445 2.418
H: 4.771 -1.071 3.783
H: 3.078 -1.526 4.080
H: 4.025 1.099 0.918
H: 4.144 2.667 1.753
H: 5.359 1.399 2.057

***

5.
# C28H56BrClNO4P2

The ion C28H56BrClNO4P2 with charge -1 at a distorted geometry (ωB97M-V/def2-TZVPD, the Open Molecules 2025 dataset).

Results
HOMO-LUMO gap = 6.42 eV
E = -5173.22225 hartree
multiplicity = 1
charge = -1
ΔE to the lowest compared entry with this formula, charge and spin = 17.0 kcal/mol
LUMO energy = 2.032 eV

Atoms and positions in Å:
C: 11.612 -3.528 -0.655
C: 11.162 -2.799 0.616
C: 10.970 -1.298 0.337
C: 9.858 -0.708 1.222
C: 9.541 0.744 0.790
C: 8.309 0.807 -0.135
C: 7.770 2.267 -0.182
C: 6.337 2.330 0.374
C: 5.265 2.045 -0.711
C: 4.186 3.138 -0.807
C: 2.911 2.802 -0.010
C: 1.620 3.089 -0.784
C: 0.380 2.787 0.052
C: -0.912 2.977 -0.767
C: -1.978 1.895 -0.509
C: -3.353 2.383 -0.989
C: -4.533 1.665 -0.333
C: -5.815 1.976 -1.139
N: -6.986 1.386 -0.557
C: -7.466 0.120 -1.068
C: -6.400 -0.936 -1.430
C: -6.220 -2.015 -0.365
C: -5.436 -3.248 -0.887
C: -4.743 -3.910 0.308
C: -4.394 -5.386 0.098
C: -3.813 -5.949 1.403
C: -3.106 -7.313 1.230
C: -7.873 2.128 0.302
C: -9.348 2.012 -0.287
O: -9.582 2.719 -1.300
O: -10.103 1.204 0.288
P: -7.632 3.981 0.349
O: -8.683 4.447 1.513
Cl: -5.694 4.405 1.156
P: -8.060 1.279 2.030
O: -7.011 0.020 1.888
Br: -7.090 2.588 3.655
H: 12.629 -3.216 -0.892
H: 10.990 -3.278 -1.513
H: 11.598 -4.610 -0.530
H: 10.200 -3.209 0.925
H: 11.901 -2.978 1.394
H: 11.873 -0.738 0.584
H: 10.734 -1.150 -0.715
H: 10.237 -0.705 2.243
H: 8.964 -1.321 1.117
H: 10.386 1.124 0.213
H: 9.380 1.354 1.675
H: 7.572 0.132 0.296
H: 8.568 0.473 -1.138
H: 8.441 2.916 0.373
H: 7.730 2.592 -1.221
H: 6.208 1.631 1.196
H: 6.179 3.353 0.714
H: 5.772 1.923 -1.668
H: 4.780 1.091 -0.512
H: 3.961 3.325 -1.858
H: 4.581 4.069 -0.406
H: 2.885 1.751 0.284
H: 2.928 3.387 0.911
H: 1.645 4.141 -1.073
H: 1.644 2.475 -1.686
H: 0.463 1.802 0.508
H: 0.374 3.556 0.825
H: -1.343 3.945 -0.516
H: -0.680 2.971 -1.833
H: -1.972 1.557 0.527
H: -1.675 1.046 -1.127
H: -3.402 2.240 -2.069
H: -3.436 3.435 -0.719
H: -4.638 1.995 0.698
H: -4.371 0.587 -0.278
H: -5.820 3.053 -1.315
H: -5.630 1.530 -2.121
H: -8.134 -0.354 -0.359
H: -8.086 0.278 -1.964
H: -6.778 -1.453 -2.317
H: -5.429 -0.537 -1.712
H: -5.630 -1.608 0.455
H: -7.183 -2.354 0.011
H: -4.714 -2.876 -1.615
H: -6.151 -3.930 -1.345
H: -5.482 -3.872 1.116
H: -3.901 -3.305 0.644
H: -3.649 -5.461 -0.697
H: -5.323 -5.891 -0.158
H: -3.089 -5.211 1.746
H: -4.618 -5.980 2.135
H: -3.322 -7.734 0.253
H: -2.035 -7.169 1.349
H: -3.440 -7.985 2.018
H: -9.177 3.682 1.845
H: -7.203 -0.590 2.606